(1)
Entry from the Open Molecules 2025 dataset: a structure of composition C11H17NO7S2V (ωB97M-V/def2-TZVPD).

Its HOMO energy is -10.982 eV. Its charge is +1. Its HOMO-LUMO gap is 0.047 hartree. The LUMO energy comes out at -0.3569 Ha. Its max |F| is 5.6 eV/Å.

XYZ file:
```
39
Properties=species:S:1:pos:R:3:forces:R:3:lowdin_charge:R:1
C -2.3688 -2.0483 -1.7500 -0.7 0.1 1.0 -0.051
C -2.3307 -0.4680 -1.4883 -0.7 -0.6 2.2 -0.264
C -1.9100 -0.2873 0.0782 1.1 -1.2 -1.2 -0.127
O -2.3451 0.9954 0.6164 2.6 -0.3 0.6 -0.062
C -1.1278 1.6455 1.0492 1.9 1.9 -2.2 -0.414
O -0.3603 2.1949 0.2172 -3.3 -2.4 3.8 0.086
C -0.8503 1.6188 2.6381 -1.1 0.9 0.1 -0.351
S 0.5798 0.4795 2.9760 0.4 0.1 0.1 0.898
C 1.4716 1.1205 4.4774 -2.0 2.4 1.4 -0.569
C 2.6089 2.2726 4.2758 -0.1 -2.3 1.5 -0.155
N 3.8633 1.4507 4.4971 -0.4 -1.5 -1.2 0.022
C 3.6187 0.0532 4.8850 0.9 -0.7 0.1 -0.367
O 4.4084 -0.9127 4.7649 -2.8 3.7 0.4 0.041
C 2.1179 0.0749 5.5160 0.3 1.0 -1.5 -0.067
O -1.3301 0.2681 -2.2561 0.5 -2.1 -2.2 -0.030
C -0.7200 -0.5203 -3.2624 3.4 -0.9 0.5 -0.417
O 0.4238 -1.0228 -3.1267 -4.7 2.1 -0.5 0.100
C -1.4539 -0.7764 -4.6934 -0.3 -1.1 0.4 -0.397
S -1.0370 0.5162 -5.9586 -0.1 -0.8 0.2 0.898
H -3.1605 -2.4757 -1.0206 1.2 0.8 -1.3 0.109
H -1.3738 -2.5179 -1.4216 -1.4 0.7 -0.8 0.113
H -2.7105 -2.3600 -2.7930 0.7 0.5 1.4 0.083
H -3.3325 0.0674 -1.5991 1.3 -0.9 -0.2 0.166
H -0.7527 -0.3465 0.0731 -1.8 0.1 0.0 0.149
H -2.2484 -1.1899 0.7131 0.0 1.7 -0.9 0.148
H -1.7911 1.2684 3.2124 1.5 0.4 -1.1 0.106
H -0.6489 2.7051 2.9707 0.0 -1.7 -0.6 0.116
H 0.6342 1.7208 5.0117 1.1 -1.3 -0.7 0.108
H 2.5591 2.8206 3.2757 0.2 -0.7 1.6 0.134
H 2.4809 2.8904 5.2383 0.2 -0.2 -1.9 0.128
H 4.5685 1.5700 3.7553 -0.3 -0.3 0.8 0.134
H 1.5614 -0.9231 5.5907 1.1 1.5 -0.1 0.131
H 2.0937 0.6765 6.4947 0.3 -1.3 -1.3 0.135
H -1.0566 -1.7837 -5.0692 -0.6 1.5 0.6 0.101
H -2.5964 -0.8842 -4.5376 1.8 0.5 -0.4 0.110
H -0.7417 -0.2357 -7.1130 -0.3 0.1 1.2 -0.145
O 2.4513 -3.5003 -9.2412 -4.3 2.7 1.2 -0.418
V 1.0921 -2.5510 -8.7416 1.8 -0.5 0.0 1.344
O -0.2867 -1.6056 -8.2546 2.5 -1.9 -1.1 -0.523
```
Forces are in eV/Å.

---

(2)
Entry from the Open Molecules 2025 dataset: an isolated molecule of C11H17O6P (ωB97M-V/def2-TZVPD).

Its HOMO energy is -10.335 eV. Its HOMO-LUMO gap is 0.317 hartree. The LUMO energy comes out at -0.0632 Ha. Its SMILES is CCOP(=O)(CCCC1=CC(=O)OC1=O)OCC. Its max |F| is 9.7 eV/Å.

XYZ file:
```
35
Properties=species:S:1:pos:R:3:forces:R:3:lowdin_charge:R:1
C -1.0260 -1.3701 2.4812 1.3 -0.3 -1.1 -0.094
C -0.8530 -2.2661 1.0795 -0.9 0.5 2.8 -0.272
O -0.8601 -1.2880 -0.0188 2.5 -1.6 -2.0 -0.326
P 0.1755 -1.7566 -1.3375 -0.2 -4.0 -1.8 0.781
O 0.6547 -3.2629 -1.3139 -1.5 5.1 0.7 -0.367
C 1.6707 -0.5417 -1.5946 0.7 0.2 0.0 -0.209
C 2.0543 0.2936 -0.2350 -0.1 1.0 0.6 -0.220
C 2.2469 1.9330 -0.5017 -0.8 0.2 1.1 -0.126
C 1.6137 2.6831 0.8517 -1.9 2.4 -0.3 -0.066
C 0.5085 3.6876 0.8859 3.7 -3.4 2.1 0.097
C 0.3633 3.9679 2.5042 -3.5 3.8 2.5 -0.219
O -0.3335 4.8957 3.1686 4.8 -6.5 -4.7 0.014
O 1.1276 2.9513 3.2996 1.8 0.9 -3.4 0.013
C 2.1670 2.3901 2.4023 3.4 -2.3 -0.1 -0.174
O 3.3076 1.7406 2.7217 -8.3 4.6 -1.8 0.011
O -0.8108 -1.5931 -2.8061 0.2 -0.6 3.6 -0.305
C -2.1473 -2.2046 -2.5441 -2.1 0.6 0.3 -0.272
C -3.2240 -0.9627 -2.2447 0.6 -0.1 -0.6 -0.110
H -0.7980 -2.1099 3.3605 -0.7 1.6 -1.5 0.086
H -2.0594 -0.8256 2.5518 2.1 -1.2 -0.1 0.086
H -0.1397 -0.5754 2.4320 -2.0 -1.6 0.3 0.074
H -1.8169 -2.9273 1.0162 2.1 0.9 -0.2 0.130
H 0.1472 -2.8582 1.2143 -2.1 1.0 -0.8 0.127
H 1.4260 0.1510 -2.5332 0.5 -1.5 2.2 0.110
H 2.6078 -1.2343 -1.8496 -2.4 1.3 0.3 0.119
H 3.0568 -0.0616 0.2873 -2.3 0.5 -1.3 0.132
H 1.1882 0.2184 0.5703 1.8 -0.1 -1.8 0.094
H 1.5823 2.2973 -1.4203 1.6 -0.8 2.0 0.122
H 3.3938 2.2128 -0.6549 -2.7 -0.5 0.4 0.135
H -0.1183 4.1231 -0.0186 1.5 -0.9 2.5 0.147
H -2.1493 -2.9612 -1.6503 0.3 1.4 -1.7 0.110
H -2.5853 -2.7743 -3.4763 1.5 1.2 1.6 0.129
H -2.8360 -0.0613 -2.9243 -1.1 -1.9 1.5 0.091
H -4.3081 -1.2893 -2.5818 2.2 0.7 0.7 0.080
H -3.2262 -0.6214 -1.1215 0.1 -0.8 -2.3 0.069
```
Forces are in eV/Å.

---

(3)
Entry from the Open Molecules 2025 dataset: a cluster of 2 separate species, C11H18 in total (ωB97M-V/def2-TZVPD).

Its HOMO energy (spin up / spin down) is 0.909 / -3.438 eV. Its charge is -1. As for the multiplicity: 2. Its HOMO-LUMO gap (spin up / spin down) is 0.095 / 0.253 hartree. The LUMO energy (spin up / spin down) comes out at 0.1287 / 0.1271 Ha. Its max |F| is 2.4 eV/Å.

XYZ file:
```
29
Properties=species:S:1:pos:R:3:forces:R:3:lowdin_charge:R:1
C -1.1622 1.4339 -1.8654 0.4 0.0 -0.2 -0.489
C -1.9006 2.2618 -2.9751 0.2 -0.2 2.3 -0.084
C -0.7980 2.3649 -0.7154 1.5 1.3 -0.2 -0.126
C -2.0243 0.3066 -1.3440 -1.0 -0.8 -0.4 -0.112
H -0.2043 1.0519 -2.3523 -1.1 0.1 0.9 0.136
H -2.7850 1.6845 -3.2255 0.1 0.1 -0.9 0.052
H -1.6122 2.9315 -0.2211 0.0 -0.4 -0.7 0.081
H -0.1983 1.9722 0.0933 -0.1 -0.9 0.2 0.050
H -0.0696 3.0862 -1.1466 -0.6 0.2 0.2 0.080
H -2.5621 -0.2095 -2.1866 0.3 0.4 0.8 0.077
H -1.4726 -0.4556 -0.8145 0.5 -0.2 0.1 0.033
H -2.7662 0.6416 -0.5849 0.2 0.1 -0.7 0.086
H -1.1635 2.4838 -3.7402 -0.6 0.3 -0.4 0.065
H -2.2542 3.1490 -2.4122 0.1 0.0 -0.9 0.067
C 0.6688 -3.6042 1.7380 0.0 0.4 -0.2 -0.121
C 1.4718 -0.1677 0.3252 0.4 0.3 -0.1 -0.201
C 2.2561 0.3433 1.3306 0.0 0.4 -0.5 -0.210
C 0.8053 -1.4275 0.4659 0.1 0.9 -0.4 -0.144
C 1.0079 -2.1294 1.6889 0.7 -1.1 1.2 -0.362
C 2.2997 -0.3110 2.5886 0.9 0.9 1.3 -0.208
C 1.7172 -1.5763 2.7572 -1.0 0.3 -1.2 -0.147
H 1.4140 0.4548 -0.5768 -0.1 -0.6 0.0 0.064
H 2.8350 1.2727 1.1409 -0.5 -0.6 0.3 0.076
H 0.1657 -1.7812 -0.3387 0.1 -0.3 0.2 0.045
H 2.8255 0.1689 3.4334 -0.3 -0.3 -0.5 0.051
H 1.3172 -4.1385 1.0193 -0.3 0.0 0.1 0.058
H -0.3736 -3.7556 1.4343 -0.1 -0.3 0.0 0.049
H 1.7105 -2.0159 3.7541 0.2 -0.4 -0.3 0.080
H 0.8518 -4.0351 2.7294 -0.2 0.1 -0.1 0.053
```
Forces are in eV/Å.

---

(4)
Entry from the Open Molecules 2025 dataset: a cluster of 2 separate species, C11H18 in total (ωB97M-V/def2-TZVPD).

Its HOMO energy (spin up / spin down) is 0.896 / -3.969 eV. Its charge is -1. As for the multiplicity: 2. Its HOMO-LUMO gap (spin up / spin down) is 0.095 / 0.270 hartree. The LUMO energy (spin up / spin down) comes out at 0.1282 / 0.1240 Ha. Its max |F| is 4.7 eV/Å.

XYZ file:
```
29
Properties=species:S:1:pos:R:3:forces:R:3:lowdin_charge:R:1
C 0.1320 -1.9868 -2.0541 -1.7 -0.9 -1.2 -0.142
C -0.7720 1.7225 -1.8647 -2.1 -0.4 1.0 -0.202
C -0.1720 0.5491 -2.1714 0.7 -2.6 0.0 -0.142
C -1.7856 1.6260 -0.9092 -1.1 -0.7 1.5 -0.192
C -0.5695 -0.7426 -1.6995 1.3 2.6 -1.1 -0.375
C -2.2796 0.4184 -0.4282 2.9 -0.7 -3.5 -0.139
C -1.7910 -0.8340 -1.0433 -0.9 1.3 1.1 -0.170
H -0.5801 2.6649 -2.2893 0.7 0.9 -0.5 0.053
H 0.6300 0.7359 -2.8292 1.5 -0.9 -0.9 0.065
H -2.0982 2.5699 -0.5350 -0.8 0.7 0.7 0.057
H -2.9336 0.1520 0.2982 -2.4 0.6 2.4 0.029
H 0.8769 -1.9581 -2.8138 1.5 0.6 0.1 0.046
H -0.6320 -2.4754 -2.7045 -0.1 -0.7 0.6 0.059
H -2.2531 -1.7849 -0.7676 0.3 0.2 0.0 0.053
H 0.3195 -2.6331 -1.1995 0.3 -0.1 -0.1 0.064
C 1.4537 -0.1015 1.8419 0.4 -1.2 -2.0 -0.536
C 1.3258 1.3583 2.1228 -1.1 2.6 -2.3 -0.114
C 2.8422 -0.5855 2.2679 -1.4 -2.0 2.2 -0.107
C 0.2922 -0.8636 2.4237 0.0 -3.2 -0.5 -0.121
H 1.3970 -0.3852 0.7213 0.0 1.2 1.4 0.143
H 2.2940 1.9092 2.2304 -0.7 -0.5 -0.3 0.070
H 0.7387 1.6013 2.9872 -0.2 -0.2 0.9 0.050
H 2.7510 -1.0538 3.3627 0.7 1.0 -2.2 0.115
H 3.2261 -1.3183 1.5738 0.0 -0.7 0.1 0.054
H 3.5268 0.2130 2.2092 0.9 1.0 0.4 0.031
H -0.6601 -0.6244 1.9372 0.1 0.6 0.5 0.059
H 0.3693 -2.0003 2.0955 0.2 1.9 0.8 0.108
H 0.2931 -0.8466 3.5300 -0.3 0.2 -0.4 0.070
H 0.6782 1.8725 1.2779 1.4 -0.9 1.4 0.115
```
Forces are in eV/Å.

---

Please write out number 2 again, unchanged.
Entry from the Open Molecules 2025 dataset: an isolated molecule of C11H17O6P (ωB97M-V/def2-TZVPD).

Its HOMO energy is -10.335 eV. Its HOMO-LUMO gap is 0.317 hartree. The LUMO energy comes out at -0.0632 Ha. Its SMILES is CCOP(=O)(CCCC1=CC(=O)OC1=O)OCC. Its max |F| is 9.7 eV/Å.

XYZ file:
```
35
Properties=species:S:1:pos:R:3:forces:R:3:lowdin_charge:R:1
C -1.0260 -1.3701 2.4812 1.3 -0.3 -1.1 -0.094
C -0.8530 -2.2661 1.0795 -0.9 0.5 2.8 -0.272
O -0.8601 -1.2880 -0.0188 2.5 -1.6 -2.0 -0.326
P 0.1755 -1.7566 -1.3375 -0.2 -4.0 -1.8 0.781
O 0.6547 -3.2629 -1.3139 -1.5 5.1 0.7 -0.367
C 1.6707 -0.5417 -1.5946 0.7 0.2 0.0 -0.209
C 2.0543 0.2936 -0.2350 -0.1 1.0 0.6 -0.220
C 2.2469 1.9330 -0.5017 -0.8 0.2 1.1 -0.126
C 1.6137 2.6831 0.8517 -1.9 2.4 -0.3 -0.066
C 0.5085 3.6876 0.8859 3.7 -3.4 2.1 0.097
C 0.3633 3.9679 2.5042 -3.5 3.8 2.5 -0.219
O -0.3335 4.8957 3.1686 4.8 -6.5 -4.7 0.014
O 1.1276 2.9513 3.2996 1.8 0.9 -3.4 0.013
C 2.1670 2.3901 2.4023 3.4 -2.3 -0.1 -0.174
O 3.3076 1.7406 2.7217 -8.3 4.6 -1.8 0.011
O -0.8108 -1.5931 -2.8061 0.2 -0.6 3.6 -0.305
C -2.1473 -2.2046 -2.5441 -2.1 0.6 0.3 -0.272
C -3.2240 -0.9627 -2.2447 0.6 -0.1 -0.6 -0.110
H -0.7980 -2.1099 3.3605 -0.7 1.6 -1.5 0.086
H -2.0594 -0.8256 2.5518 2.1 -1.2 -0.1 0.086
H -0.1397 -0.5754 2.4320 -2.0 -1.6 0.3 0.074
H -1.8169 -2.9273 1.0162 2.1 0.9 -0.2 0.130
H 0.1472 -2.8582 1.2143 -2.1 1.0 -0.8 0.127
H 1.4260 0.1510 -2.5332 0.5 -1.5 2.2 0.110
H 2.6078 -1.2343 -1.8496 -2.4 1.3 0.3 0.119
H 3.0568 -0.0616 0.2873 -2.3 0.5 -1.3 0.132
H 1.1882 0.2184 0.5703 1.8 -0.1 -1.8 0.094
H 1.5823 2.2973 -1.4203 1.6 -0.8 2.0 0.122
H 3.3938 2.2128 -0.6549 -2.7 -0.5 0.4 0.135
H -0.1183 4.1231 -0.0186 1.5 -0.9 2.5 0.147
H -2.1493 -2.9612 -1.6503 0.3 1.4 -1.7 0.110
H -2.5853 -2.7743 -3.4763 1.5 1.2 1.6 0.129
H -2.8360 -0.0613 -2.9243 -1.1 -1.9 1.5 0.091
H -4.3081 -1.2893 -2.5818 2.2 0.7 0.7 0.080
H -3.2262 -0.6214 -1.1215 0.1 -0.8 -2.3 0.069
```
Forces are in eV/Å.